Computed, not measured: a structure of composition C30H78F6HfN6O16S2, with the ωB97M-V functional and the def2-TZVPD basis.

```
139
Properties=species:S:1:pos:R:3:forces:R:3:mulliken_charge:R:1
H -0.56137 -5.44315 2.76639 -0.155 0.282 -0.086 0.29
H 1.02863 0.08135 3.28519 -0.004 -0.222 -0.208 0.05
H 3.34782 -1.30089 1.57787 -0.248 0.518 0.247 0.53
N -1.89138 -3.75875 0.98410 0.053 0.267 -0.583 -0.06
O -0.98808 -1.22394 1.33390 0.310 0.453 0.256 0.45
H 6.62026 1.85783 0.08435 0.062 -0.515 0.577 -0.10
H -3.30210 0.55030 2.52581 0.352 -1.047 -0.166 0.39
N -3.88450 -2.49859 -0.58987 -0.530 0.788 -0.883 -0.02
C 6.42479 2.89087 1.98862 0.611 -0.202 0.586 -0.89
H -0.04760 4.42528 2.23996 -0.504 -0.892 -0.169 0.24
H 0.71802 4.80845 -1.15245 0.541 -0.176 -0.003 0.53
H 1.21837 3.77876 0.25357 -0.330 -0.231 -0.174 -0.07
H 8.66895 1.14211 1.11239 0.034 0.055 0.203 0.39
O -2.51604 -7.39205 1.17143 0.447 -0.247 0.089 -0.40
C -0.21251 1.04006 0.23492 -0.155 0.641 -0.584 0.03
H 2.88569 -4.00827 -0.58000 -0.187 -0.153 0.233 0.37
H -2.41950 6.13497 0.02427 0.000 0.041 -0.123 0.46
O -5.69270 -1.67452 -2.29312 -0.178 0.664 0.774 -0.22
H 0.01682 -6.52276 1.58596 0.039 0.080 -0.301 0.46
H -7.36416 -2.59117 -3.12473 -0.080 0.046 -0.012 0.30
H 2.42693 3.13197 -5.74957 -0.131 0.096 -0.123 0.37
O -4.87625 1.99903 -0.24526 -1.098 0.072 0.307 -0.59
N 0.97499 2.09350 -3.82228 -0.276 -0.915 -0.356 -0.58
F 1.05247 0.90226 0.54883 0.051 -0.285 0.054 0.18
C 0.73678 4.71788 -0.05656 -0.352 0.539 0.093 -0.60
O -2.47518 -0.23478 -0.27174 -1.454 0.157 0.048 1.25
C 7.14657 2.60574 0.69482 -0.182 0.886 -1.273 1.14
H -2.55911 -4.02709 -3.32211 0.372 0.344 -0.108 0.63
O -4.37605 0.17300 -4.41669 0.322 -0.506 0.372 -0.66
C -2.58342 -3.69445 -2.28520 -0.163 -0.621 0.238 -1.30
H -2.14350 -7.33127 -0.92719 0.507 -0.136 0.281 0.25
H -5.48566 2.56286 -0.74684 0.026 -0.394 -0.447 0.34
O -0.41932 -1.29383 -1.02794 0.011 0.130 -0.546 -0.64
S -1.04517 -0.60215 0.03840 0.012 -0.603 0.752 0.94
H 6.57667 2.07150 2.70531 -0.243 -0.167 -0.172 0.31
N 7.09533 3.84606 -0.14286 -0.214 -0.374 0.516 -0.77
H 1.57080 -1.16193 1.40001 0.046 -0.587 -0.796 -0.56
O 2.53191 -3.07384 1.20073 -0.934 -0.456 0.204 -0.50
H -2.94716 2.80758 -0.33118 -0.040 -0.311 -0.014 -0.52
C 1.76863 -0.50866 3.83249 -0.306 -0.071 0.713 -1.09
H -2.68905 2.59535 2.07725 -0.106 -0.075 0.329 0.28
H 3.17414 5.59951 -0.67155 -0.325 -0.035 -0.094 0.30
H 9.04314 2.76481 1.73549 0.069 0.093 -0.073 0.30
H -0.93944 -2.45006 4.05766 -0.148 -0.263 -0.146 -0.04
H 1.37314 -0.67020 4.84045 0.031 0.157 0.002 0.27
H 3.36600 2.22160 1.24366 0.030 -0.181 -0.059 -0.31
H -3.20709 -3.77723 4.36493 0.236 0.016 0.224 0.27
H -3.04580 -2.93397 -0.06252 -0.153 0.069 0.687 -0.18
C -2.11442 -0.82360 4.77385 0.208 -0.702 -0.426 -0.72
N 3.31559 -2.37395 3.95785 -1.218 -0.222 0.189 -0.70
N -0.89665 4.85204 1.84467 1.249 0.482 -0.237 -0.68
C -6.91878 -1.59833 -3.06632 0.318 0.037 0.015 -0.89
C -1.86517 -2.31896 4.63385 -0.008 0.527 0.429 -0.08
H 4.38021 1.71423 -1.80044 0.156 -0.045 -0.418 0.46
O 2.98121 0.51461 -2.77462 -0.024 0.165 -0.199 -0.12
O -3.73696 0.83661 1.65809 -1.364 -0.318 -0.014 -0.63
C -1.35056 6.09221 -0.20030 -0.450 0.204 -0.194 -1.76
H 4.79055 1.14681 1.24763 0.137 0.232 -0.196 0.25
C -3.44055 -2.46062 -2.08594 -0.416 -0.328 0.232 1.71
H 3.22405 6.56157 0.81355 0.396 -0.143 -0.097 0.42
C -2.69944 -7.85841 -0.14481 -1.487 0.519 -0.319 -0.63
C 4.29630 1.97590 1.76501 -0.777 -0.014 -0.131 -0.04
C 2.85270 5.63596 0.37369 0.347 0.906 0.471 -0.69
H -1.25026 -0.40633 5.29275 -0.322 0.251 0.326 0.27
C 8.59374 2.21356 0.91087 -0.139 -0.566 -0.070 -1.49
H -1.68057 -2.71210 5.63613 -0.086 -0.133 -0.044 0.56
H -6.67660 -1.21637 -4.05765 -0.048 -0.038 -0.011 0.33
H 9.16149 2.38682 -0.00208 0.076 0.150 0.063 0.38
F -2.50624 2.95583 -2.73605 0.217 -0.087 0.031 -0.22
C -4.72617 -2.58384 -2.87518 -0.821 -0.402 0.906 -1.10
H -4.12971 3.89123 0.39273 -0.285 -0.057 -0.200 0.67
H -0.90270 6.97782 0.25451 0.097 -0.182 0.216 0.42
H 2.82792 1.65714 -6.63805 -0.010 0.043 -0.029 0.40
H 1.16162 2.19265 -6.61312 -0.070 0.158 0.094 0.42
H 0.77042 1.43988 -3.06772 0.321 0.255 0.215 0.00
F -2.34710 2.18405 -4.76098 -0.109 0.213 -0.010 -0.21
O -4.07903 0.38061 -1.98908 -0.748 -1.147 1.732 -0.95
O 5.04024 3.17015 1.80956 0.429 -0.462 0.159 -0.38
H 4.95569 0.03382 -2.13937 -0.071 0.075 -0.446 0.39
H -1.33156 -5.40262 -0.19781 -0.082 0.049 -0.050 0.38
H -4.47419 2.69533 2.29743 0.069 -0.305 0.325 0.53
H 4.01138 1.58157 2.74975 0.247 0.308 0.179 0.22
H 3.30491 4.79659 0.91337 -0.279 -0.114 0.012 0.15
C -2.71463 -6.02393 1.35290 0.059 0.073 -0.602 -0.59
F -0.30737 1.71876 -0.90430 -0.078 -0.153 -0.007 0.16
H -1.13989 3.88534 -0.04699 -0.620 0.291 -0.020 -1.45
O -2.20632 -0.21151 3.47893 -0.320 0.315 -0.041 -0.69
H -1.48087 -0.55391 2.93268 -0.136 0.103 -0.161 0.02
H 0.08393 2.10248 -4.31357 0.094 0.472 -0.088 0.14
C 3.17835 1.10609 -4.04986 1.196 -0.160 -0.024 -1.07
H -1.19155 6.24370 -1.26914 -0.128 -0.378 -0.054 0.36
H -3.00009 -1.49676 -2.29906 0.588 -0.249 0.052 -0.50
H 6.92995 3.73245 2.47054 -0.377 0.321 -0.225 0.45
H 6.11621 4.12460 -0.15816 0.106 0.196 -0.104 0.20
H 1.45488 -2.95505 -0.59009 0.000 0.233 0.023 -0.04
H -1.04218 -3.22679 0.80604 -0.081 -0.164 -0.050 -0.41
H 3.74528 2.04784 -3.97599 -0.434 0.172 0.352 0.42
H -3.75955 -7.67565 -0.40049 0.086 -0.222 -0.099 0.28
C -0.31041 -5.48626 1.69802 0.322 -0.778 0.614 -1.54
C -1.53707 -5.19121 0.85213 0.304 0.367 1.055 0.31
H -2.83061 -5.89042 2.43046 -0.061 0.188 -0.009 0.17
H -4.63189 -2.42064 -3.94668 0.161 0.228 0.031 0.50
H -2.09456 -3.50826 1.95516 -0.154 -0.321 -0.012 0.07
H -2.54334 -8.92925 -0.17916 0.316 -0.010 0.082 0.29
H 0.55307 -4.83279 1.55711 -0.133 0.081 -0.341 0.31
H 2.65344 0.11561 3.96189 0.061 -0.012 -0.201 0.28
C 2.47128 -3.07061 -0.20801 0.841 -0.080 -0.196 -0.55
H 7.31848 3.56606 -1.09290 0.087 0.216 -0.020 0.29
H -4.53929 -3.27966 -0.70266 -0.202 0.141 0.900 0.58
H 3.14999 -2.30354 -0.60348 -0.362 0.208 -0.119 0.34
H -3.04738 -4.53916 -1.75474 -0.178 0.128 -0.081 0.40
F -1.63373 0.97736 -3.11962 -0.286 0.280 0.087 -0.13
C 1.86574 1.33255 -4.74359 -0.338 0.292 0.058 0.81
H 3.87445 0.47683 -4.62585 -0.414 -0.182 -0.210 0.40
Hf -4.68852 -0.37961 -0.11870 6.393 1.964 -3.785 0.71
H -0.52297 5.78944 2.04529 -0.977 0.227 0.147 0.46
H 3.85567 -1.59318 4.29826 0.324 -0.147 -0.129 0.26
H -3.07591 -0.67517 5.25535 0.161 0.288 0.309 0.49
H -5.15972 -3.57698 -2.68393 0.208 -0.123 -0.390 0.63
C -2.55300 1.87712 -3.50235 0.006 -0.884 0.100 0.64
H 1.26027 -2.55499 3.41316 0.090 -0.136 0.019 -0.31
H 3.74377 0.38491 -0.91738 -0.007 -0.205 -0.158 -0.28
C -3.66153 2.28704 1.69882 0.106 1.026 -0.485 -0.57
C 2.07008 2.13745 -6.01482 0.383 -0.309 0.000 -1.59
H -1.60039 -3.62586 -1.82541 0.167 0.349 -0.419 0.02
O -5.15122 2.15679 -3.22115 -0.209 0.163 0.480 -0.69
C -3.82801 2.84924 0.30550 0.329 -0.602 0.727 0.36
H 1.40887 0.36694 -5.00332 0.148 -0.042 0.071 0.20
C 4.08652 0.66257 -1.92225 -0.304 0.200 1.244 -0.57
H -3.62216 -5.65531 0.83605 -0.101 -0.260 0.127 0.32
H -7.58602 -0.90152 -2.56719 -0.048 -0.044 0.048 0.33
C -0.74374 4.82129 0.35686 1.430 -0.169 0.605 2.25
F -0.82319 1.75023 1.18601 -0.073 -0.288 0.217 -0.17
O -2.99514 -2.90975 4.00958 -0.078 -0.034 -0.524 -0.53
C 2.38383 -1.79823 1.77108 0.196 0.689 0.138 -0.03
C 2.10892 -1.87807 3.26296 1.472 0.083 -0.258 1.09
H 3.83960 -2.97300 3.33603 0.248 0.027 0.168 0.30
S -4.22006 1.08102 -3.33238 -0.745 1.026 -1.161 1.40
O 1.45362 5.76245 0.55756 -0.157 -0.434 -0.475 -0.42
```
Positions in Å, forces in eV/Å.

Values from the calculation:
Net charge: +2
Energy relative to the best compared isomer or geometry (same formula, charge and spin) in eV: 0.0000
Multiplicity: 1
Energy in eV: -113339.873
Orbital gap in eV: 3.0
Maximum force in eV/Å: 7.68